The following is a quantum chemistry calculation of a cluster of 8 separate species, C56H50F4NO16 in total at a distorted geometry, from OMol25.

Last column: Löwdin charge in e.
Positions of all 127 atoms, in Å:
C  -0.751  2.333  3.652  -0.0060
C  -0.055  3.305  2.491  -0.2493
O  1.090  3.916  2.881  -0.0418
O  -0.621  3.433  1.107  -0.1341
C  0.138  2.369  0.370  -0.1929
C  -0.670  1.769  -0.928  -0.1053
C  -0.418  0.113  -0.914  -0.1598
C  -0.112  -0.515  -2.391  -0.1197
C  0.427  -2.045  -2.444  -0.2540
C  -0.277  -2.868  -3.684  -0.1441
F  0.069  -4.335  -3.696  -0.0022
F  -1.782  -2.833  -3.565  0.0069
F  0.159  -2.368  -5.037  0.0098
C  0.623  -2.963  -1.113  -0.0606
N  1.824  -2.297  -0.455  0.0992
C  2.669  -1.593  -1.313  -0.0092
C  4.018  -0.688  -0.928  -0.0669
C  3.533  0.890  -1.184  -0.1534
C  4.718  1.987  -0.854  -0.1219
F  4.714  2.451  0.569  -0.1402
C  2.011  -1.861  -2.819  -0.0473
H  -1.508  2.905  4.338  0.0794
H  0.095  1.831  4.316  0.0801
H  -1.270  1.421  3.087  0.1041
H  1.195  2.843  0.079  0.1261
H  0.388  1.560  1.204  0.1260
H  -1.820  1.985  -0.894  0.1335
H  -0.216  2.203  -1.943  0.1273
H  -1.314  -0.433  -0.400  0.1079
H  0.546  -0.027  -0.265  0.0862
H  -1.091  -0.409  -3.062  0.1280
H  0.701  0.168  -2.938  0.1266
H  0.605  -4.133  -1.192  0.1688
H  -0.293  -2.654  -0.414  0.1145
H  1.908  -2.353  0.584  0.1869
H  4.215  -0.777  0.233  0.1428
H  4.941  -0.951  -1.595  0.1103
H  2.606  1.192  -0.514  0.1041
H  3.208  1.077  -2.309  0.1300
H  5.772  1.549  -1.130  0.1309
H  4.551  2.974  -1.506  0.1401
H  2.339  -1.155  -3.694  0.1576
H  2.360  -2.987  -3.006  0.1361
C  2.897  7.119  -2.287  0.0217
C  1.825  6.741  -2.990  0.0202
C  0.770  5.903  -2.387  -0.3827
O  -0.211  5.555  -3.031  0.0940
C  0.944  5.501  -0.978  0.0185
C  2.016  5.879  -0.275  0.0312
C  3.071  6.717  -0.878  -0.3834
O  4.052  7.065  -0.234  0.1053
H  3.680  7.733  -2.715  0.1238
H  1.682  7.029  -4.025  0.1228
H  0.161  4.887  -0.550  0.0969
H  2.159  5.591  0.760  0.1167
C  4.727  2.021  4.634  0.0359
C  3.656  1.643  3.931  0.0220
C  2.601  0.805  4.534  -0.3842
O  1.620  0.457  3.891  0.0464
C  2.775  0.403  5.944  0.0225
C  3.847  0.781  6.647  0.0300
C  4.902  1.619  6.044  -0.3768
O  5.882  1.967  6.687  0.1177
H  5.511  2.636  4.207  0.1282
H  3.513  1.931  2.896  0.1040
H  1.992  -0.211  6.371  0.1228
H  3.990  0.494  7.682  0.1273
C  1.436  4.942  7.085  0.0313
C  0.364  4.564  6.382  0.0254
C  -0.691  3.726  6.985  -0.3737
O  -1.671  3.378  6.342  0.0666
C  -0.516  3.324  8.395  0.0241
C  0.555  3.702  9.098  0.0254
C  1.610  4.540  8.495  -0.3826
O  2.591  4.888  9.138  0.1099
H  2.219  5.556  6.658  0.1272
H  0.221  4.852  5.347  0.1114
H  -1.300  2.710  8.822  0.1230
H  0.698  3.414  10.133  0.1251
C  -3.940  -4.496  -0.727  0.0472
C  -2.874  -3.726  -0.484  0.0234
C  -2.810  -2.864  0.713  -0.3641
O  -1.836  -2.158  0.936  0.0432
C  -3.966  -2.887  1.630  0.0381
C  -5.031  -3.657  1.387  0.0483
C  -5.096  -4.519  0.190  -0.3436
O  -6.070  -5.225  -0.033  0.1059
H  -4.003  -5.133  -1.601  0.1300
H  -2.018  -3.699  -1.147  0.0871
H  -3.902  -2.250  2.504  0.1276
H  -5.888  -3.685  2.050  0.0942
C  -9.513  -6.800  1.553  0.0324
C  -8.448  -6.031  1.797  0.0278
C  -8.383  -5.169  2.994  -0.3607
O  -7.410  -4.462  3.217  0.0723
C  -9.540  -5.192  3.911  0.0235
C  -10.605  -5.961  3.668  0.0280
C  -10.670  -6.823  2.471  -0.3799
O  -11.643  -7.530  2.248  0.1092
H  -9.577  -7.438  0.680  0.1256
H  -7.591  -6.003  1.134  0.0864
H  -9.476  -4.554  4.785  0.1222
H  -11.461  -5.989  4.330  0.1256
C  -2.989  1.844  -5.931  0.0275
C  -3.816  1.653  -6.963  0.0313
C  -3.607  0.546  -7.918  -0.3763
O  -4.363  0.372  -8.864  0.1165
C  -2.451  -0.342  -7.686  0.0335
C  -1.623  -0.151  -6.654  0.0201
C  -1.832  0.956  -5.700  -0.3709
O  -1.076  1.131  -4.754  0.0601
H  -3.127  2.651  -5.222  0.1252
H  -4.669  2.295  -7.146  0.1278
H  -2.312  -1.149  -8.395  0.1269
H  -0.770  -0.793  -6.471  0.0997
C  7.288  -2.608  -5.461  0.0414
C  6.780  -2.305  -4.263  0.0298
C  5.419  -2.728  -3.879  -0.3491
O  4.952  -2.450  -2.783  0.0279
C  4.643  -3.501  -4.869  0.0237
C  5.151  -3.804  -6.067  0.0444
C  6.512  -3.380  -6.451  -0.3666
O  6.979  -3.659  -7.547  0.1339
H  8.284  -2.304  -5.759  0.1321
H  7.337  -1.739  -3.526  0.1245
H  3.647  -3.805  -4.571  0.1063
H  4.594  -4.370  -6.804  0.1322

Calculated values
Net charge: +1
E_HOMO: -0.4254 hartree
E: -3821.19718 hartree
F_max: 0.1681 Eh/bohr
Kohn-Sham gap: 7.2 eV